{
  "formula": "CBr2ClNO2",
  "method": "ωB97M-V/def2-TZVPD",
  "e_homo_ev": [-11.1028, -9.6630],
  "multiplicity": 1,
  "lumo_energy_ev": [-2.53, -3.74],
  "symbols": ["C", "N", "O", "O", "Cl", "Br", "Br"],
  "positions_angstrom": [[-0.446, 0.041, 0.527], [0.538, -0.748, -0.169], [1.629, -0.522, 0.288], [0.251, -1.596, -0.973], [-2.050, -0.321, 0.375], [-0.028, 2.025, -1.997], [0.106, 1.123, 1.949]]
}

{
  "formula": "C26H16N6O4S2V",
  "method": "ωB97M-V/def2-TZVPD",
  "e_homo_ev": [-6.3606, -7.0812],
  "multiplicity": 4,
  "s_squared": 3.796,
  "lumo_energy_ev": [-1.04, -1.26],
  "symbols": ["V", "O", "C", "O", "C", "C", "C", "C", "C", "N", "C", "O", "O", "H", "H", "H", "H", "H", "C", "C", "C", "C", "N", "C", "C", "C", "C", "C", "C", "N", "C", "C", "C", "C", "C", "N", "H", "H", "H", "H", "H", "H", "H", "H", "H", "H", "H", "S", "C", "C", "N", "C", "S", "C", "N"],
  "positions_angstrom": [[-0.806, 0.578, 0.140], [3.955, -1.432, -0.079], [2.851, -0.679, 0.130], [2.591, 0.269, -0.556], [2.057, -1.134, 1.327], [2.675, -1.974, 2.212], [2.002, -2.309, 3.423], [0.810, -1.733, 3.679], [0.224, -0.839, 2.727], [0.829, -0.596, 1.486], [-0.956, -0.122, 2.927], [-1.732, -0.228, 4.011], [-1.397, 0.655, 2.027], [4.414, -0.992, -0.812], [3.664, -2.346, 1.999], [2.459, -2.980, 4.139], [0.307, -1.955, 4.615], [-1.284, -0.762, 4.679], [-3.310, -2.731, 1.398], [-2.508, -3.773, 0.970], [-1.446, -3.518, 0.116], [-1.219, -2.216, -0.269], [-1.957, -1.203, 0.191], [-2.996, -1.448, 0.998], [-0.183, -1.798, -1.274], [0.548, -2.721, -1.986], [1.389, -2.283, -2.996], [1.428, -0.943, -3.278], [0.678, -0.057, -2.515], [-0.088, -0.470, -1.497], [0.680, 1.402, -2.817], [1.733, 2.059, -3.431], [1.595, 3.422, -3.636], [0.434, 4.060, -3.226], [-0.560, 3.308, -2.613], [-0.427, 2.003, -2.422], [-4.157, -2.897, 2.049], [-2.708, -4.787, 1.293], [-0.813, -4.323, -0.232], [-3.544, -0.575, 1.322], [0.443, -3.775, -1.770], [1.982, -2.990, -3.567], [2.016, -0.562, -4.101], [2.652, 1.552, -3.695], [2.399, 3.983, -4.097], [0.301, 5.126, -3.367], [-1.482, 3.753, -2.252], [-2.711, 1.914, -0.250], [-2.183, 3.307, 0.685], [-3.226, 4.259, 1.054], [-4.067, 5.002, 1.311], [-0.904, 3.547, 1.028], [0.452, 2.507, 0.611], [-0.585, 4.753, 1.789], [-0.319, 5.691, 2.400]]
}

Energy relative to the best compared isomer or geometry (same formula, charge and spin) for the records above, in order: 188.8; 3.7 kJ/mol